This record from OMol25 describes a structure of composition C39H30N2O21S. The level of theory is the ωB97M-V functional and the def2-TZVPD basis.

Its charge is 0. The calculation puts the HOMO energy at -0.3144 hartree. As for the HOMO-LUMO gap: 0.250 hartree.

Atoms and positions in Å:
C (-6.170, -4.419, 2.754)
C (-5.647, -2.907, 2.566)
O (-6.383, -2.344, 1.450)
C (-4.038, -2.837, 2.409)
C (-3.517, -2.959, 0.903)
C (-3.802, -1.926, -0.254)
C (-3.302, -2.136, -1.705)
C (-2.462, -3.424, -2.089)
N (-1.943, -3.778, -3.420)
S (-1.167, -5.254, -3.048)
N (-1.341, -5.592, -1.384)
C (-2.122, -4.461, -0.927)
C (-2.650, -4.208, 0.531)
H (-5.716, -4.827, 3.720)
H (-7.317, -4.337, 2.902)
H (-6.013, -5.076, 1.832)
H (-5.919, -2.262, 3.492)
H (-6.547, -1.389, 1.601)
H (-3.571, -1.941, 2.979)
H (-3.631, -3.774, 2.962)
H (-4.440, -0.999, 0.001)
H (-3.554, -1.383, -2.526)
H (-2.385, -4.971, 1.337)
C (-2.278, 2.505, -2.750)
C (-2.063, 1.788, -1.645)
C (-2.796, 2.071, -0.383)
O (-2.588, 1.382, 0.598)
C (-3.748, 3.186, -0.374)
C (-3.961, 3.907, -1.477)
C (-3.248, 3.605, -2.750)
O (-3.480, 4.272, -3.744)
O (-4.841, 4.946, -1.481)
O (-1.164, 0.765, -1.631)
H (-1.753, 2.307, -3.676)
H (-4.261, 3.392, 0.556)
H (-4.817, 5.303, -2.391)
H (-1.190, 0.404, -0.722)
C (-0.471, 2.590, 6.255)
C (-1.782, 2.570, 6.007)
C (-2.313, 2.698, 4.620)
O (-3.516, 2.656, 4.428)
C (-1.349, 2.876, 3.529)
C (-0.037, 2.899, 3.778)
C (0.494, 2.744, 5.161)
O (1.699, 2.752, 5.349)
O (0.870, 3.067, 2.773)
O (-2.690, 2.430, 7.014)
H (-0.073, 2.495, 7.257)
H (-1.747, 2.985, 2.529)
H (1.746, 3.046, 3.208)
H (-3.565, 2.444, 6.578)
C (2.638, -3.102, -2.548)
C (1.877, -2.009, -2.650)
C (2.260, -0.876, -3.540)
O (1.532, 0.099, -3.624)
C (3.520, -0.982, -4.285)
C (4.282, -2.072, -4.179)
C (3.885, -3.217, -3.311)
O (4.598, -4.207, -3.253)
O (5.456, -2.183, -4.863)
O (0.718, -1.888, -1.946)
H (2.371, -3.932, -1.908)
H (3.796, -0.145, -4.913)
H (5.817, -3.059, -4.621)
H (0.353, -1.014, -2.193)
C (0.171, 6.594, -2.552)
C (1.329, 6.795, -3.186)
C (2.582, 6.117, -2.749)
O (3.618, 6.309, -3.363)
C (2.515, 5.236, -1.577)
C (1.358, 5.038, -0.942)
C (0.100, 5.695, -1.396)
O (-0.943, 5.476, -0.801)
O (1.279, 4.225, 0.149)
O (1.411, 7.629, -4.260)
H (-0.746, 7.079, -2.861)
H (3.434, 4.764, -1.259)
H (0.341, 4.247, 0.420)
H (2.348, 7.603, -4.538)
C (6.653, -4.072, 2.359)
C (5.339, -4.119, 2.132)
C (4.784, -3.999, 0.754)
O (3.578, -4.065, 0.581)
C (5.726, -3.799, -0.352)
C (7.041, -3.749, -0.125)
C (7.597, -3.896, 1.250)
O (8.804, -3.864, 1.419)
O (7.928, -3.561, -1.143)
O (4.450, -4.279, 3.153)
H (7.069, -4.160, 3.354)
H (5.310, -3.696, -1.345)
H (8.810, -3.564, -0.722)
H (3.568, -4.282, 2.731)

This record from OMol25 describes a cluster of 5 separate species, C45H95N5O5 in total. The level of theory is the ωB97M-V functional and the def2-TZVPD basis.

The expectation value of S² is 0.7540. The energy above the lowest of the compared OMol25 structures with the same formula, charge and spin is 54.2 kcal/mol. Its charge is +1. The calculation puts the HOMO energy (spin up / spin down) at -0.3420 / -0.3420 hartree. As for the HOMO-LUMO gap (spin up / spin down): 0.243 / 0.093 hartree. The spin multiplicity is 2.

Atoms and positions in Å:
C (-1.809, 1.516, -6.220)
C (-0.265, 1.806, -6.217)
C (0.504, 0.873, -7.312)
C (0.343, 1.381, -8.760)
C (0.952, 2.753, -8.757)
C (0.393, 3.791, -7.707)
N (0.208, 3.171, -6.340)
O (-0.371, 4.078, -5.467)
C (1.466, 4.934, -7.613)
C (-0.957, 4.330, -8.266)
C (0.380, 1.268, -4.939)
H (-2.067, 0.509, -5.894)
H (-2.443, 1.572, -7.105)
H (-2.240, 2.303, -5.601)
H (1.571, 0.673, -7.219)
H (0.023, -0.078, -7.544)
H (-0.705, 1.438, -9.053)
H (0.807, 0.755, -9.522)
H (0.934, 3.137, -9.777)
H (2.019, 2.622, -8.578)
H (2.454, 4.474, -7.598)
H (1.518, 5.587, -8.484)
H (1.281, 5.436, -6.663)
H (-1.802, 3.641, -8.249)
H (-1.139, 5.359, -7.955)
H (-0.801, 4.460, -9.337)
H (0.301, 0.181, -4.932)
H (-0.117, 1.743, -4.093)
H (1.467, 1.357, -4.937)
H (0.173, 3.942, -4.687)
C (-2.703, -2.445, 4.745)
C (-2.292, -3.871, 4.470)
C (-1.368, -4.139, 5.767)
C (-1.121, -5.696, 5.955)
C (-2.420, -6.440, 6.106)
C (-3.496, -6.163, 5.037)
N (-3.464, -4.760, 4.510)
O (-4.214, -4.519, 3.433)
C (-3.000, -7.011, 3.883)
C (-4.949, -6.590, 5.428)
C (-1.377, -4.041, 3.173)
H (-1.824, -1.842, 4.968)
H (-3.389, -2.403, 5.591)
H (-3.307, -1.900, 4.019)
H (-0.471, -3.520, 5.737)
H (-1.864, -3.886, 6.704)
H (-0.554, -5.706, 6.886)
H (-0.489, -6.022, 5.129)
H (-2.872, -6.284, 7.085)
H (-2.157, -7.490, 6.240)
H (-2.982, -8.067, 4.152)
H (-3.662, -7.120, 3.024)
H (-1.997, -6.785, 3.523)
H (-5.319, -6.267, 6.401)
H (-5.580, -6.381, 4.565)
H (-4.996, -7.677, 5.352)
H (-1.101, -5.084, 3.022)
H (-0.531, -3.362, 3.060)
H (-1.950, -3.826, 2.271)
H (-4.932, -4.105, 3.917)
C (9.433, 0.634, -1.931)
C (8.112, 0.921, -2.636)
C (8.667, 1.620, -3.995)
C (7.633, 1.610, -5.161)
C (7.089, 0.225, -5.519)
C (6.554, -0.448, -4.179)
N (7.561, -0.392, -3.104)
O (7.330, -1.337, -1.994)
C (5.202, 0.220, -3.597)
C (6.399, -1.921, -4.705)
C (7.303, 1.871, -1.796)
H (9.253, -0.096, -1.142)
H (9.842, 1.517, -1.440)
H (10.104, -0.048, -2.454)
H (8.924, 2.662, -3.805)
H (9.483, 1.039, -4.425)
H (8.054, 2.119, -6.028)
H (6.809, 2.304, -4.995)
H (7.931, -0.362, -5.888)
H (6.287, 0.268, -6.255)
H (4.747, -0.188, -2.694)
H (5.377, 1.246, -3.272)
H (4.348, 0.138, -4.269)
H (5.772, -2.028, -5.590)
H (7.388, -2.374, -4.776)
H (5.891, -2.580, -4.001)
H (7.817, 2.569, -1.135)
H (6.583, 1.225, -1.293)
H (6.773, 2.590, -2.421)
H (7.882, -2.064, -2.292)
C (-5.319, 2.480, 7.836)
C (-5.712, 1.588, 6.621)
C (-7.123, 2.116, 6.207)
C (-7.138, 3.388, 5.350)
C (-6.235, 3.164, 4.125)
C (-4.796, 2.699, 4.467)
N (-4.850, 1.515, 5.397)
O (-3.594, 1.041, 5.761)
C (-4.293, 2.214, 3.140)
C (-3.945, 3.909, 5.062)
C (-5.913, 0.230, 7.234)
H (-5.415, 3.515, 7.507)
H (-4.280, 2.298, 8.110)
H (-5.816, 2.325, 8.794)
H (-7.630, 1.298, 5.694)
H (-7.822, 2.141, 7.043)
H (-6.828, 4.290, 5.878)
H (-8.170, 3.593, 5.065)
H (-6.148, 4.227, 3.898)
H (-6.722, 2.581, 3.343)
H (-3.204, 2.205, 3.181)
H (-4.577, 1.212, 2.818)
H (-4.401, 2.828, 2.245)
H (-3.089, 3.460, 5.564)
H (-3.454, 4.502, 4.290)
H (-4.579, 4.517, 5.707)
H (-6.193, -0.446, 6.425)
H (-6.696, 0.207, 7.992)
H (-5.027, -0.283, 7.608)
H (-3.394, 0.301, 5.183)
C (3.030, -0.632, -0.937)
C (1.771, -0.799, -0.060)
C (2.139, -0.581, 1.453)
C (0.859, -0.448, 2.334)
C (0.047, 0.717, 1.786)
C (-0.419, 0.530, 0.302)
N (0.777, 0.206, -0.491)
O (0.302, -0.097, -1.835)
C (-1.651, -0.431, 0.237)
C (-0.751, 2.097, -0.078)
C (1.368, -2.327, -0.053)
H (2.785, -0.861, -1.974)
H (3.832, -1.331, -0.701)
H (3.380, 0.398, -1.018)
H (2.750, -1.449, 1.700)
H (2.878, 0.204, 1.611)
H (1.111, -0.007, 3.298)
H (0.331, -1.391, 2.478)
H (0.699, 1.572, 1.965)
H (-0.801, 0.923, 2.440)
H (-1.459, -1.415, 0.665)
H (-2.457, -0.036, 0.854)
H (-2.035, -0.485, -0.782)
H (-1.653, 2.428, 0.437)
H (0.031, 2.800, 0.211)
H (-1.035, 2.208, -1.124)
H (0.641, -2.704, 0.666)
H (2.195, -3.029, -0.157)
H (0.857, -2.411, -1.012)
H (0.598, 0.691, -2.296)

This record from OMol25 describes a cluster of 14 separate species, C36H100O30S14 in total. The level of theory is the ωB97M-V functional and the def2-TZVPD basis.

Its charge is 0. The calculation puts the HOMO energy at -0.3030 hartree. As for the HOMO-LUMO gap: 0.289 hartree.

Atoms and positions in Å:
O (15.977, 8.235, 7.971)
S (14.518, 7.990, 7.848)
O (13.837, 8.447, 6.682)
O (14.273, 6.345, 8.000)
C (14.972, 5.629, 9.022)
C (14.383, 4.232, 9.034)
C (13.736, 8.677, 9.379)
H (14.765, 5.980, 10.033)
H (16.046, 5.688, 8.844)
H (13.298, 4.334, 9.014)
H (14.748, 3.823, 9.976)
H (14.633, 3.524, 8.244)
H (14.165, 8.145, 10.228)
H (12.650, 8.600, 9.323)
H (13.992, 9.733, 9.456)
O (14.766, 14.878, 12.357)
S (13.452, 15.141, 12.924)
O (12.569, 14.130, 13.470)
O (13.674, 16.449, 14.000)
C (12.506, 16.705, 14.763)
C (12.463, 18.178, 15.064)
C (12.398, 16.090, 11.718)
H (12.475, 16.179, 15.717)
H (11.566, 16.572, 14.226)
H (11.671, 18.367, 15.788)
H (12.043, 18.712, 14.211)
H (13.356, 18.662, 15.460)
H (13.008, 16.687, 11.039)
H (11.631, 16.760, 12.107)
H (11.906, 15.434, 11.000)
O (5.165, 6.059, 16.977)
S (5.561, 7.107, 16.061)
O (5.190, 7.106, 14.671)
O (5.137, 8.563, 16.804)
C (5.278, 8.619, 18.225)
C (5.654, 10.051, 18.527)
C (7.403, 7.356, 16.227)
H (6.031, 7.964, 18.663)
H (4.343, 8.231, 18.630)
H (6.460, 10.334, 17.851)
H (6.077, 10.186, 19.522)
H (4.884, 10.817, 18.431)
H (7.625, 8.366, 15.883)
H (7.921, 6.620, 15.611)
H (7.560, 7.157, 17.287)
O (11.166, 2.838, 11.561)
S (11.787, 2.643, 12.888)
O (12.946, 1.741, 13.057)
O (12.135, 4.170, 13.460)
C (11.235, 5.213, 13.359)
C (11.721, 6.418, 14.215)
C (10.420, 2.119, 14.082)
H (10.274, 4.748, 13.578)
H (11.198, 5.519, 12.314)
H (12.097, 6.064, 15.175)
H (10.880, 7.111, 14.247)
H (12.604, 6.962, 13.878)
H (10.454, 2.729, 14.985)
H (10.647, 1.077, 14.308)
H (9.467, 2.154, 13.556)
O (13.736, 4.705, 17.815)
S (12.263, 4.714, 17.956)
O (11.409, 4.314, 16.853)
O (11.728, 3.914, 19.290)
C (10.374, 3.615, 19.412)
C (10.123, 2.107, 19.361)
C (11.756, 6.467, 18.589)
H (9.773, 4.059, 18.619)
H (10.096, 3.927, 20.419)
H (10.552, 1.738, 20.292)
H (10.613, 1.459, 18.634)
H (9.133, 1.651, 19.394)
H (11.267, 7.011, 17.780)
H (12.762, 6.882, 18.655)
H (11.222, 6.498, 19.539)
O (14.898, 11.367, 15.758)
S (14.895, 11.285, 17.192)
O (15.350, 10.097, 17.874)
O (15.813, 12.570, 17.654)
C (16.195, 12.845, 18.968)
C (17.682, 12.963, 19.086)
C (13.225, 11.820, 17.874)
H (15.770, 12.107, 19.648)
H (15.843, 13.811, 19.329)
H (18.300, 12.146, 18.711)
H (17.955, 13.120, 20.130)
H (18.098, 13.713, 18.414)
H (12.525, 11.092, 17.464)
H (13.089, 12.887, 17.697)
H (13.319, 11.665, 18.949)
O (9.525, 9.075, 14.201)
S (10.702, 9.741, 14.695)
O (11.177, 9.413, 16.047)
O (11.921, 9.748, 13.572)
C (11.534, 9.611, 12.132)
C (11.828, 10.808, 11.236)
C (10.319, 11.566, 14.584)
H (10.561, 9.170, 11.917)
H (12.036, 8.760, 11.673)
H (11.418, 10.749, 10.228)
H (12.894, 11.028, 11.294)
H (11.348, 11.763, 11.448)
H (9.587, 11.580, 15.392)
H (9.885, 11.864, 13.630)
H (11.169, 12.173, 14.893)
O (1.668, 9.788, 12.706)
S (3.034, 10.034, 12.411)
O (3.440, 11.123, 11.507)
O (3.929, 10.217, 13.842)
C (5.317, 10.544, 13.789)
C (5.851, 11.374, 14.947)
C (3.730, 8.412, 11.881)
H (5.479, 11.043, 12.834)
H (5.892, 9.619, 13.827)
H (5.296, 11.369, 15.885)
H (5.753, 12.431, 14.699)
H (6.858, 11.109, 15.270)
H (3.582, 7.700, 12.694)
H (4.809, 8.496, 11.754)
H (3.247, 8.126, 10.947)
C (14.641, 12.170, 6.872)
S (13.167, 12.840, 7.677)
O (13.461, 12.850, 9.170)
C (13.402, 14.569, 7.177)
H (14.871, 11.135, 7.125)
H (15.547, 12.758, 7.024)
H (14.519, 12.132, 5.790)
H (12.905, 14.852, 6.250)
H (14.387, 15.033, 7.240)
H (13.000, 15.267, 7.912)
C (8.370, 16.004, 12.894)
S (7.753, 14.610, 13.972)
O (7.780, 13.340, 13.151)
C (9.273, 14.543, 15.076)
H (9.117, 15.600, 12.211)
H (8.763, 16.717, 13.619)
H (7.610, 16.447, 12.250)
H (10.160, 14.326, 14.480)
H (9.217, 13.805, 15.877)
H (9.439, 15.508, 15.555)
C (10.192, 12.178, 20.265)
S (9.425, 11.712, 18.648)
O (10.427, 12.148, 17.588)
C (9.600, 9.863, 18.841)
H (10.186, 13.266, 20.200)
H (11.242, 11.890, 20.310)
H (9.660, 11.845, 21.156)
H (9.384, 9.396, 17.880)
H (8.964, 9.489, 19.644)
H (10.635, 9.603, 19.062)
C (8.584, 12.003, 10.517)
S (6.782, 11.845, 10.065)
O (6.585, 12.431, 8.657)
C (6.754, 10.005, 9.767)
H (8.632, 11.720, 11.568)
H (8.810, 13.043, 10.280)
H (9.323, 11.391, 10.001)
H (5.713, 9.752, 9.564)
H (6.951, 9.593, 10.756)
H (7.442, 9.673, 8.989)
C (16.887, 9.212, 12.048)
S (16.925, 10.948, 11.406)
O (16.532, 10.791, 9.967)
C (15.528, 11.720, 12.293)
H (15.826, 9.083, 12.265)
H (17.599, 9.167, 12.872)
H (17.185, 8.483, 11.295)
H (14.712, 11.029, 12.505)
H (15.177, 12.489, 11.605)
H (15.777, 12.230, 13.224)
C (8.034, 6.852, 12.263)
S (7.635, 5.047, 12.374)
O (7.635, 4.678, 13.894)
C (5.878, 5.323, 11.839)
H (7.300, 7.519, 12.717)
H (8.213, 7.055, 11.207)
H (9.048, 7.051, 12.610)
H (5.376, 4.408, 11.525)
H (5.892, 5.957, 10.953)
H (5.410, 5.994, 12.559)

This record from OMol25 describes a structure of composition H14N2O13Y. The level of theory is the ωB97M-V functional and the def2-TZVPD basis.

Its charge is +1. The calculation puts the HOMO energy at -0.4949 hartree. As for the HOMO-LUMO gap: 0.261 hartree.

Atoms and positions in Å:
Y (1.412, 0.360, 1.913)
N (3.423, 1.919, -0.434)
O (4.430, 1.248, -0.664)
O (3.202, 2.902, -1.185)
O (2.723, 1.653, 0.565)
N (0.024, -0.789, -1.126)
O (-0.753, 0.003, -1.710)
O (-0.454, -1.952, -0.882)
O (0.833, -0.310, -0.321)
O (-2.725, 0.682, -0.004)
H (-2.692, 1.627, -0.143)
H (-2.122, 0.394, -0.716)
O (-0.870, -0.312, 1.906)
H (-1.427, -1.005, 2.314)
H (-1.424, 0.034, 1.207)
O (0.069, 2.012, 1.072)
H (0.407, 2.869, 0.704)
H (-0.780, 2.331, 1.413)
O (-3.307, -2.564, -0.241)
H (-2.673, -2.392, -0.914)
H (-3.855, -1.773, -0.201)
O (3.234, -0.892, 0.818)
H (3.885, -0.468, 0.291)
H (3.507, -1.773, 0.928)
O (-1.015, 2.662, -2.856)
H (-0.707, 1.838, -2.536)
H (-0.323, 3.266, -2.772)
O (-0.484, -3.757, 1.521)
H (-1.166, -4.442, 1.379)
H (-0.387, -3.360, 0.680)

This record from OMol25 describes a cluster of 6 separate species, C6H19NO6 in total. The level of theory is the ωB97M-V functional and the def2-TZVPD basis.

The expectation value of S² is 0.7600. The energy above the lowest of the compared OMol25 structures with the same formula, charge and spin is 13.9 kcal/mol. Its charge is +1. The calculation puts the HOMO energy (spin up / spin down) at -0.5087 / -0.5058 hartree. As for the HOMO-LUMO gap (spin up / spin down): 0.324 / 0.191 hartree. The spin multiplicity is 2.

Atoms and positions in Å:
O (-3.184, -1.131, -2.151)
C (-2.851, -1.309, -0.989)
C (-1.833, -2.299, -0.575)
C (-0.450, -1.621, -0.161)
C (-0.376, -0.179, -0.526)
C (-0.602, 0.828, 0.345)
N (-1.024, 2.116, 0.015)
C (-0.378, 3.028, -0.593)
H (-3.304, -0.747, -0.218)
H (-2.017, -2.932, 0.224)
H (-1.719, -3.021, -1.428)
H (0.436, -2.092, -0.549)
H (-0.102, -1.562, 0.934)
H (-0.140, -0.099, -1.592)
H (-0.764, 0.723, 1.404)
H (-1.070, 3.865, -0.829)
H (0.582, 3.118, -0.979)
H (0.691, -0.372, 2.299)
H (2.129, 0.245, 2.253)
O (1.567, -0.474, 1.899)
H (3.448, -2.290, -1.454)
H (2.765, -1.537, -0.116)
O (2.757, -2.142, -0.853)
H (2.496, -0.077, -1.668)
H (1.448, 0.839, -1.103)
O (2.373, 0.819, -1.395)
H (-3.123, 1.837, 1.245)
H (-2.695, 0.365, 1.089)
O (-3.379, 0.962, 1.471)
H (3.142, 1.182, 0.813)
H (2.257, 2.311, 1.552)
O (2.921, 1.643, 1.635)

This record from OMol25 describes a structure of composition C3H2Cl2. The level of theory is the ωB97M-V functional and the def2-TZVPD basis.

The energy above the lowest of the compared OMol25 structures with the same formula, charge and spin is 45.0 kcal/mol. Its charge is 0. The calculation puts the HOMO energy at -0.3794 hartree. As for the HOMO-LUMO gap: 0.363 hartree.

Atoms and positions in Å:
C (-0.702, 0.197, 0.195)
C (0.500, -0.191, -0.393)
C (1.772, -0.216, -0.156)
H (-0.655, -0.016, 1.388)
H (2.632, -0.540, -0.549)
Cl (-1.343, 1.616, -0.242)
Cl (-2.203, -0.850, -0.243)

Number 1: maximum force 6.40 eV/Å. Number 2: maximum force 3.97 eV/Å. Number 3: maximum force 4.32 eV/Å. Number 4: maximum force 7.61 eV/Å. Number 5: maximum force 4.99 eV/Å. Number 6: maximum force 9.09 eV/Å.